No. 1
C2H5N3S in the gas phase in a non-equilibrium geometry. Source: OMol25; level of theory: ωB97M-V/def2-TZVPD.

## Properties
**Gap between HOMO and LUMO**: 9.41 eV
**E_tot**: -641.552083 Eh
**E_HOMO**: -8.73 eV

The geometry in ORCA input format:
```
! wB97M-V def2-TZVPD RIJCOSX def2/J DEFGRID3
* xyz 0 1
C -0.701 1.286 0.693
C -1.116 -1.128 -0.086
H 1.302 -1.517 0.047
H -1.726 1.274 1.016
H 0.085 2.987 1.548
H -2.108 -1.073 0.492
H -1.333 -3.018 0.002
N -0.493 0.114 -0.236
N 0.258 2.173 0.819
N -0.684 -2.303 -0.486
S 1.320 0.032 -0.464
*
```


No. 2
A molecular structure, C45H44BN9SiTi in a non-equilibrium geometry. Source: OMol25; level of theory: ωB97M-V/def2-TZVPD.

## Properties
**Gap between HOMO and LUMO**: 7.61 eV
**E_tot**: -3397.890791 Eh
**E_HOMO**: -7.63 eV

The geometry in ORCA input format:
```
! wB97M-V def2-TZVPD RIJCOSX def2/J DEFGRID3
* xyz 0 1
Ti -0.394 -0.281 -0.310
C 3.913 4.907 1.123
C 2.743 3.961 1.072
C 1.540 4.308 0.461
C 0.497 3.404 0.378
C 0.599 2.121 0.908
N -0.561 1.255 0.879
C -1.646 1.761 1.642
C -1.380 2.575 2.745
C -2.372 3.094 3.557
C -3.711 2.804 3.325
C -4.812 3.319 4.216
C -3.989 1.978 2.249
C -2.996 1.481 1.410
N -3.453 0.657 0.329
C -4.659 0.714 -0.278
C -4.807 -0.435 -1.014
C -3.622 -1.152 -0.788
N -2.808 -0.488 0.014
C 1.797 1.783 1.526
C 2.852 2.684 1.596
N 1.992 0.501 2.095
C 2.703 0.191 3.206
C 2.722 -1.174 3.301
C 1.992 -1.618 2.183
N 1.558 -0.602 1.459
H 3.642 5.889 0.737
H 4.745 4.532 0.523
H 4.279 5.034 2.143
H 1.418 5.294 0.025
H -0.436 3.697 -0.082
H -0.347 2.815 2.964
H -2.091 3.725 4.393
H -4.444 4.105 4.875
H -5.221 2.526 4.846
H -5.638 3.730 3.634
H -5.015 1.682 2.062
H -5.315 1.557 -0.140
H -5.647 -0.714 -1.626
H -3.315 -2.105 -1.185
H 3.792 2.350 2.021
H 3.108 0.962 3.841
H 3.187 -1.771 4.067
H 1.768 -2.624 1.874
B 0.155 -3.687 0.036
N -0.612 -3.081 1.242
C -0.981 -3.676 2.386
C -1.458 -2.707 3.249
C -1.338 -1.518 2.530
N -0.817 -1.752 1.330
N -0.615 -3.310 -1.257
C -1.038 -4.126 -2.221
C -1.511 -3.364 -3.278
C -1.324 -2.056 -2.864
N -0.783 -2.016 -1.636
H 1.272 -3.198 -0.032
H 0.165 -4.892 0.142
H -0.871 -4.743 2.498
H -1.836 -2.838 4.249
H -1.593 -0.515 2.828
H -0.956 -5.193 -2.090
H -1.906 -3.705 -4.220
H -1.551 -1.149 -3.391
C -1.160 0.832 -2.054
C -1.164 2.331 -2.161
C -0.145 3.034 -2.808
C -0.151 4.420 -2.891
C -1.193 5.155 -2.341
C -2.243 4.473 -1.739
C -2.226 3.086 -1.661
H -0.576 0.426 -2.885
H -2.180 0.467 -2.173
H 0.672 2.484 -3.251
H 0.667 4.926 -3.390
H -1.200 6.236 -2.404
H -3.083 5.020 -1.329
H -3.063 2.579 -1.204
C 1.789 -2.310 -5.590
C 2.005 -2.968 -4.382
C 2.031 -2.252 -3.195
C 1.864 -0.860 -3.177
C 1.661 -0.220 -4.402
C 1.615 -0.935 -5.597
Si 1.871 0.134 -1.573
C 3.550 -0.161 -0.770
C 4.401 0.931 -0.593
C 5.664 0.786 -0.022
C 6.101 -0.467 0.380
C 5.275 -1.573 0.202
C 4.016 -1.418 -0.363
H 1.759 -2.868 -6.518
H 2.139 -4.043 -4.366
H 2.166 -2.797 -2.267
H 1.543 0.859 -4.432
H 1.451 -0.412 -6.532
H 2.013 1.534 -2.015
H 4.076 1.916 -0.915
H 6.305 1.651 0.101
H 7.081 -0.585 0.825
H 5.609 -2.556 0.510
H 3.384 -2.293 -0.465
*
```


No. 3
A molecular structure, F4Li5 in a non-equilibrium geometry. Source: OMol25; level of theory: ωB97M-V/def2-TZVPD.

## Properties
**Gap between HOMO and LUMO**: 5.74 eV
**E_tot**: -437.122963 Eh
**E_HOMO**: -11.20 eV

The geometry in ORCA input format:
```
! wB97M-V def2-TZVPD RIJCOSX def2/J DEFGRID3
* xyz 1 1
Li -1.078 8.092 -3.768
Li -2.482 11.282 -3.753
Li -3.140 7.913 -1.064
Li -0.494 8.322 0.424
Li -1.034 9.749 -1.864
F -0.936 7.625 -1.584
F -0.226 10.080 -3.551
F -1.051 11.872 -1.249
F -3.213 10.061 -2.149
*
```


No. 4
C8H14O2 in the gas phase in a non-equilibrium geometry. Source: OMol25; level of theory: ωB97M-V/def2-TZVPD.

## Properties
**Gap between HOMO and LUMO**: 8.60 eV
**E_tot**: -463.588919 Eh
**E_HOMO**: -7.95 eV

The geometry in ORCA input format:
```
! wB97M-V def2-TZVPD RIJCOSX def2/J DEFGRID3
* xyz 0 1
C 1.365 0.341 0.428
C 1.397 -1.000 -0.287
C 1.924 0.421 1.821
C -0.990 0.104 -1.954
C -2.495 -0.803 -0.112
C -1.136 -0.234 -0.481
C -0.812 1.079 0.490
C -0.002 -0.851 0.188
O 1.738 1.417 -0.401
O -1.156 1.203 1.649
H 2.688 1.364 -0.576
H -0.622 1.899 -0.215
H 1.968 -1.801 0.174
H 1.540 -0.940 -1.360
H -0.234 -1.280 1.155
H 1.541 1.308 2.326
H 1.651 -0.457 2.405
H 3.018 0.471 1.799
H -3.283 -0.136 -0.463
H -0.052 0.618 -2.159
H -1.796 0.770 -2.261
H -1.021 -0.805 -2.559
H -2.633 -1.783 -0.574
H -2.596 -0.907 0.967
*
```


No. 5
A molecular structure, C24H31MgN9O3PS. Source: OMol25; level of theory: ωB97M-V/def2-TZVPD.

## Properties
**Gap between HOMO and LUMO**: 9.35 eV
**E_tot**: -2591.297347 Eh
**E_HOMO**: -10.99 eV

The geometry in ORCA input format:
```
! wB97M-V def2-TZVPD RIJCOSX def2/J DEFGRID3
* xyz 1 1
Mg 0.402 0.050 -0.326
C -0.592 3.890 3.566
N -0.506 2.540 3.018
C -1.168 1.449 3.510
C -0.810 0.398 2.722
N 0.064 0.820 1.760
C 0.230 2.120 1.959
P 1.344 3.218 1.022
C 2.777 2.102 0.937
N 2.721 0.822 0.618
C 4.013 0.383 0.618
C 4.855 1.408 0.940
N 4.061 2.502 1.142
C 4.528 3.837 1.496
C 0.748 2.986 -0.689
N 0.844 1.869 -1.405
C 0.360 2.179 -2.651
C -0.017 3.485 -2.683
N 0.234 3.989 -1.435
C -0.021 5.361 -1.010
H -1.231 3.856 4.443
H 0.391 4.252 3.857
H -1.030 4.571 2.839
H -1.821 1.517 4.362
H -1.129 -0.627 2.789
H 4.269 -0.637 0.387
H 5.925 1.454 1.047
H 5.613 3.818 1.537
H 4.220 4.564 0.748
H 4.143 4.134 2.469
H 0.283 1.438 -3.427
H -0.455 4.084 -3.461
H -0.516 5.878 -1.827
H -0.678 5.370 -0.144
H 0.908 5.874 -0.772
C 4.351 -3.609 -1.041
N 3.281 -3.142 -1.918
C 3.305 -3.539 -3.325
C 2.541 -2.114 -1.557
N 1.884 -1.209 -1.274
H 4.382 -4.698 -1.069
H 4.147 -3.292 -0.021
H 5.319 -3.216 -1.357
H 3.315 -4.626 -3.387
H 4.190 -3.141 -3.827
H 2.413 -3.164 -3.819
C -1.609 -4.092 1.029
C -0.795 -2.891 0.849
N -0.186 -1.939 0.674
H -2.094 -4.331 0.085
H -2.375 -3.900 1.777
H -0.984 -4.923 1.349
C -6.164 -4.036 0.221
C -5.106 -3.052 -0.202
C -4.482 -3.151 -1.445
C -3.521 -2.233 -1.842
C -3.181 -1.193 -0.985
C -3.785 -1.076 0.258
C -4.739 -2.007 0.641
S -2.036 0.034 -1.529
O -2.662 0.743 -2.607
O -1.685 0.833 -0.334
O -0.795 -0.697 -1.889
H -6.285 -4.830 -0.515
H -7.130 -3.541 0.339
H -5.919 -4.494 1.180
H -4.763 -3.954 -2.117
H -3.056 -2.309 -2.816
H -3.513 -0.255 0.908
H -5.222 -1.909 1.607
*
```


No. 6
A molecular structure, C21H9CuF5NO4S3 in a non-equilibrium geometry. Source: OMol25; level of theory: ωB97M-V/def2-TZVPD.

## Properties
**Gap between HOMO and LUMO**: 4.39 eV
**E_tot**: -4495.775481 Eh
**E_HOMO**: 0.06 eV

The geometry in ORCA input format:
```
! wB97M-V def2-TZVPD RIJCOSX def2/J DEFGRID3
* xyz -2 1
Cu -5.623 16.603 5.608
F -1.494 10.838 6.586
C -2.507 11.693 6.518
C -2.631 12.712 5.572
F -1.802 12.682 4.481
C -3.548 13.727 5.748
F -3.601 14.726 4.825
C -4.537 13.739 6.803
S -5.790 14.925 7.004
C -4.338 12.709 7.788
F -5.097 12.677 8.906
C -3.390 11.723 7.604
F -3.414 10.721 8.476
S -4.206 17.921 6.901
C -4.659 18.861 5.549
N -5.531 18.392 4.646
C -5.669 19.276 3.562
C -6.435 18.997 2.378
C -6.381 20.003 1.383
C -5.521 21.114 1.444
C -4.772 21.307 2.591
C -4.823 20.409 3.637
S -4.055 20.462 5.181
H -6.987 18.051 2.260
H -7.001 19.874 0.520
H -5.415 21.778 0.623
H -4.047 22.076 2.795
O -8.561 16.675 2.998
C -8.015 16.409 4.084
O -6.767 16.042 4.189
C -8.835 16.345 5.385
C -9.627 15.197 5.612
C -10.592 15.157 6.610
C -10.716 16.319 7.358
O -11.731 16.752 8.189
C -11.284 17.977 8.764
O -10.111 18.335 8.161
C -9.746 17.342 7.267
C -8.807 17.428 6.271
H -9.470 14.368 4.932
H -11.238 14.257 6.835
H -11.118 17.790 9.802
H -12.101 18.711 8.590
H -8.188 18.281 6.198
*
```


gap between HOMO and LUMO of number 5 (C24H31MgN9O3PS)?
9.35 eV


Look up the E_tot of the fourth one.
-463.588919 Eh